Record 1
C35H60FN7O9 | wB97M-V/def2-TZVPD

The calculation puts the LUMO energy at -1.2 eV. As for the calculated total energy: -2529.2599 a.u. The charge is 0. The SMILES is CC(C)C[C@H](C)COc1cc2nc(CCCCOC=O)c(F)nc2c(O)c1CCC(N)=O.CN(C)C=O.CN(C)C=O.CN(C)C=O.CN(C)C=O. The value obtained for the HOMO energy is -7.89 eV. For the maximum force, the calculation gives 8.5 eV/Å.

Structure (XYZ):
```
112
Properties=species:S:1:pos:R:3:lowdin_charge:R:1
C -1.40 4.26 -3.85 -0.115
C -1.86 2.75 -4.39 -0.382
C -0.64 2.23 -5.36 -0.123
C -2.19 1.77 -3.11 -0.173
C -2.94 0.35 -3.56 -0.287
C -4.57 0.67 -3.45 -0.114
C -2.61 -0.91 -2.57 -0.154
O -1.94 -2.06 -3.27 -0.153
C -0.53 -2.15 -2.86 -0.095
C 0.42 -0.85 -3.14 0.061
C 2.00 -0.74 -2.72 -0.126
N 2.73 0.54 -3.01 0.099
C 4.15 0.53 -2.53 -0.110
C 5.04 1.92 -2.75 -0.128
C 4.28 3.07 -1.81 -0.207
C 4.56 2.88 -0.20 -0.168
C 3.55 1.82 0.56 -0.194
O 2.99 2.31 1.83 -0.127
C 3.95 2.20 2.94 -0.148
O 4.97 1.35 3.04 -0.057
C 4.81 -0.76 -1.79 -0.070
F 6.25 -0.62 -1.35 -0.076
N 4.14 -2.07 -1.49 0.113
C 2.72 -1.99 -1.96 -0.084
C 1.77 -3.33 -1.68 -0.056
O 2.36 -4.53 -1.00 -0.069
C 0.17 -3.43 -2.09 -0.002
C -0.71 -4.79 -1.73 -0.129
C -0.76 -5.03 -0.09 -0.117
C -2.24 -4.80 0.58 -0.284
N -2.33 -3.97 1.86 0.031
O -3.41 -5.24 0.07 -0.051
H -0.56 4.06 -3.04 0.080
H -0.90 4.86 -4.73 0.079
H -2.31 4.87 -3.44 0.080
H -2.81 2.90 -5.09 0.133
H -0.32 3.08 -6.10 0.078
H 0.31 2.00 -4.68 0.080
H -0.89 1.27 -5.97 0.078
H -2.88 2.39 -2.36 0.121
H -1.19 1.57 -2.54 0.108
H -2.74 0.11 -4.69 0.142
H -4.74 1.22 -2.40 0.088
H -4.83 1.46 -4.29 0.083
H -5.22 -0.31 -3.51 0.084
H -3.66 -1.35 -2.22 0.135
H -2.01 -0.56 -1.61 0.142
H -0.05 0.08 -3.68 0.065
H 6.15 1.81 -2.40 0.116
H 4.91 2.25 -3.87 0.120
H 4.75 4.12 -2.11 0.120
H 3.13 3.16 -2.05 0.111
H 5.71 2.60 -0.08 0.125
H 4.44 3.92 0.37 0.125
H 2.63 1.62 -0.18 0.139
H 4.13 0.80 0.63 0.126
H 3.81 2.99 3.83 0.165
H 3.01 -4.25 -0.30 0.113
H -0.20 -5.77 -2.18 0.130
H -1.81 -4.73 -2.18 0.128
H -0.32 -6.09 0.17 0.092
H -0.04 -4.22 0.41 0.113
H -1.57 -4.35 2.49 0.090
H -2.10 -2.98 1.63 0.085
C -1.29 6.98 0.71 -0.074
N -0.23 6.08 0.29 -0.189
C 0.40 5.25 1.29 -0.059
C 0.19 6.00 -1.02 -0.335
O 1.08 5.27 -1.43 -0.022
H -0.90 7.68 1.45 0.048
H -2.10 6.39 1.15 0.087
H -1.68 7.55 -0.14 0.085
H 1.47 5.48 1.32 0.085
H 0.28 4.20 1.01 0.089
H -0.03 5.42 2.28 0.090
H -0.36 6.68 -1.69 0.128
C -5.35 -6.42 5.80 -0.069
N -4.01 -6.30 5.25 -0.208
C -3.87 -5.89 3.87 -0.056
C -2.88 -6.56 5.99 -0.333
O -1.73 -6.48 5.59 -0.005
H -5.90 -7.16 5.22 0.088
H -5.85 -5.45 5.74 0.089
H -5.31 -6.74 6.85 0.082
H -3.33 -6.67 3.32 0.086
H -3.28 -4.97 3.83 0.064
H -4.84 -5.72 3.41 0.095
H -3.10 -6.87 7.03 0.126
C 0.33 -11.11 1.79 -0.064
N -0.31 -9.95 1.20 -0.202
C -1.74 -9.79 1.36 -0.042
C 0.40 -9.01 0.49 -0.295
O -0.07 -8.01 -0.03 -0.013
H -0.11 -12.02 1.37 0.089
H 0.16 -11.09 2.88 0.091
H 1.41 -11.11 1.60 0.085
H -2.20 -9.76 0.37 0.096
H -1.93 -8.84 1.87 0.088
H -2.16 -10.61 1.94 0.089
H 1.48 -9.23 0.44 0.134
C 3.15 10.70 3.27 -0.063
N 1.90 10.10 2.87 -0.204
C 0.74 10.95 2.71 -0.046
C 1.78 8.75 2.62 -0.285
O 0.75 8.18 2.28 -0.011
H 3.02 11.18 4.25 0.090
H 3.45 11.45 2.53 0.091
H 3.94 9.95 3.35 0.086
H -0.05 10.60 3.39 0.094
H 0.38 10.87 1.68 0.095
H 0.99 11.99 2.94 0.089
H 2.72 8.19 2.77 0.136
```

Record 2
C4H11IN | wB97M-V/def2-TZVPD

The calculation puts the LUMO energy (spin up / spin down) at -5.4 / -3.8 eV. As for the calculated total energy: -511.0531 a.u. The charge is +1. The value obtained for the HOMO energy (spin up / spin down) is -11.87 / -13.19 eV. For the maximum force, the calculation gives 1.5 eV/Å.

Structure (XYZ):
```
17
Properties=species:S:1:pos:R:3:nbo_charge:R:1
C -0.94 -1.30 -0.08 -0.610
C -0.60 2.38 -1.93 -0.491
C -0.54 -0.29 1.01 -0.544
C 0.79 0.32 0.71 0.077
N 1.92 -0.66 0.80 -0.762
I 1.31 2.20 1.53 0.300
H -1.95 -1.64 0.10 0.254
H -0.30 -2.18 -0.08 0.189
H -0.91 -0.82 -1.05 0.230
H -0.67 1.61 -2.67 0.170
H -1.26 2.37 -1.09 0.159
H 0.08 3.20 -2.07 0.178
H -0.54 -0.80 1.99 0.233
H -1.28 0.50 1.05 0.262
H 1.68 -1.47 0.21 0.451
H 2.78 -0.22 0.45 0.458
H 2.10 -1.00 1.76 0.444
```

Record 3
C3H6N4O3S | wB97M-V/def2-TZVPD

The calculation puts the LUMO energy at 0.1 eV. As for the calculated total energy: -960.6580 a.u. The charge is 0. The value obtained for the HOMO energy is -9.43 eV. For the maximum force, the calculation gives 5.2 eV/Å.

Structure (XYZ):
```
17
Properties=species:S:1:pos:R:3:nbo_charge:R:1
C 1.06 -2.29 1.10 -0.250
C 0.28 -3.07 0.65 -0.227
C 1.64 1.08 -0.44 0.741
N 0.25 0.79 -0.54 -0.453
N -1.42 0.42 0.90 -0.375
N 2.24 1.48 -1.51 -0.791
N -0.23 0.61 0.63 0.018
O -2.87 1.69 -0.69 -0.920
O 2.16 0.98 0.66 -0.678
O -3.40 -0.70 0.06 -0.936
S -2.38 0.33 -0.61 1.623
H 1.95 -1.74 1.31 0.245
H -0.64 -3.50 0.40 0.228
H 1.81 2.12 -2.17 0.416
H 3.25 1.80 -1.28 0.407
H -4.31 -0.74 0.11 0.521
H 0.61 0.75 1.43 0.429
```

Record 4
C4H7N | wB97M-V/def2-TZVPD

The calculation puts the LUMO energy at 1.1 eV. As for the calculated total energy: -211.2329 a.u. The charge is 0. The SMILES is C1=CCNC1. The value obtained for the HOMO energy is -8.78 eV. For the maximum force, the calculation gives 7.6 eV/Å.

Structure (XYZ):
```
12
Properties=species:S:1:pos:R:3:nbo_charge:R:1
C -0.78 -0.01 0.92 -0.247
C -1.02 -0.70 -0.13 -0.207
C 0.36 -0.73 -1.02 -0.263
N 0.81 0.58 -0.64 -0.617
C 0.42 0.76 0.90 -0.302
H -1.72 0.25 1.66 0.221
H -1.91 -1.42 -0.11 0.218
H 1.20 -1.43 -0.58 0.189
H 0.44 -0.86 -2.09 0.218
H 0.25 1.51 -1.06 0.340
H 0.57 1.89 0.92 0.234
H 1.40 0.15 1.23 0.216
```

Record 5
C20H23CoN5O5 | wB97M-V/def2-TZVPD

Its expectation value of S² is 6.01. As for the spin multiplicity: 5. The calculation puts the LUMO energy (spin up / spin down) at -2.9 / -4.8 eV. As for the calculated total energy: -2808.5247 a.u. The charge is +1. The value obtained for the HOMO energy (spin up / spin down) is -10.24 / -10.23 eV. For the maximum force, the calculation gives 0.3 eV/Å.

Structure (XYZ):
```
54
Properties=species:S:1:pos:R:3:mulliken_spin:R:1
Co -0.07 0.71 0.37 3.178
C 1.30 3.20 1.12 -0.004
C 1.52 3.20 -0.39 0.000
N 1.20 1.88 -0.98 0.108
C 0.54 1.98 -2.30 0.008
C -0.96 2.12 -2.10 -0.010
C -1.83 2.73 -2.99 0.003
C -3.18 2.71 -2.69 -0.003
C -3.64 2.09 -1.53 0.004
C -2.70 1.50 -0.69 -0.022
C -3.02 0.71 0.56 0.016
N -1.89 0.72 1.50 0.129
C -1.92 1.80 2.51 0.003
C -0.53 2.39 2.69 -0.003
N -0.05 2.67 1.33 0.118
N -1.41 1.55 -0.99 0.053
H 1.42 4.21 1.52 0.000
H 2.00 2.53 1.62 -0.001
H 2.54 3.50 -0.63 0.001
H 0.86 3.94 -0.84 0.001
H 2.05 1.33 -1.07 -0.006
H 0.72 1.05 -2.85 0.000
H 0.94 2.80 -2.89 0.002
H -1.46 3.20 -3.89 0.001
H -3.89 3.18 -3.36 0.000
H -4.69 2.06 -1.29 0.001
H -3.18 -0.33 0.26 0.000
H -3.94 1.07 1.02 0.002
H -1.83 -0.22 1.90 -0.011
H -2.32 1.43 3.46 0.002
H -2.60 2.58 2.16 0.001
H 0.16 1.67 3.13 0.001
H -0.56 3.28 3.32 0.001
H -0.72 3.29 0.87 -0.014
O -1.44 -2.00 1.38 0.016
C -0.61 -2.01 0.47 -0.010
O -0.48 -0.99 -0.36 0.216
C 0.32 -3.13 0.25 0.006
C 0.31 -4.19 1.16 -0.001
C 1.20 -5.26 1.05 0.001
C 2.09 -5.20 0.01 0.001
O 3.08 -6.08 -0.30 0.000
C 3.58 -5.67 -1.57 0.000
O 3.13 -4.34 -1.80 0.000
C 2.11 -4.15 -0.90 -0.002
C 1.25 -3.10 -0.81 0.004
H -0.42 -4.17 1.95 0.000
H 1.20 -6.08 1.75 0.000
H 3.17 -6.33 -2.35 0.000
H 4.67 -5.69 -1.56 0.000
H 1.27 -2.28 -1.51 -0.001
O 3.11 -1.36 2.05 0.065
C 2.24 -0.63 1.77 0.037
N 1.36 0.13 1.47 0.112
```

Record 6
C4H9NO | wB97M-V/def2-TZVPD

The calculation puts the LUMO energy at 0.7 eV. As for the calculated total energy: -287.7507 a.u. The charge is 0. The SMILES is C=CC.NC=O. The value obtained for the HOMO energy is -9.50 eV. For the maximum force, the calculation gives 3.0 eV/Å.

Structure (XYZ):
```
15
Properties=species:S:1:pos:R:3:nbo_charge:R:1
C 3.42 2.24 1.57 -0.420
C 2.50 1.35 1.18 -0.160
C 1.29 0.76 1.94 -0.656
H 3.93 3.05 1.07 0.214
H 3.47 2.50 2.65 0.171
H 2.65 0.95 0.18 0.185
H 0.55 1.56 1.94 0.227
H 0.85 -0.06 1.37 0.212
H 1.60 0.31 2.89 0.225
N -2.93 -1.64 -2.30 -0.820
C -3.79 -2.56 -2.75 0.518
O -3.73 -3.70 -2.34 -0.604
H -2.30 -2.00 -1.60 0.397
H -2.90 -0.65 -2.49 0.397
H -4.62 -2.11 -3.31 0.112
```

Record 7
C8H19N3 | wB97M-V/def2-TZVPD

The calculation puts the LUMO energy at -6.8 eV. As for the calculated total energy: -479.7883 a.u. The charge is +2. The value obtained for the HOMO energy is -17.15 eV. For the maximum force, the calculation gives 6.5 eV/Å.

Structure (XYZ):
```
30
Properties=species:S:1:pos:R:3:nbo_charge:R:1
C 1.63 0.01 -2.79 -0.249
C 0.06 1.54 -1.33 0.716
C 1.70 0.53 -4.22 -0.650
C -2.56 -1.18 1.76 -0.665
C -1.42 -1.42 -0.46 -0.646
C 1.36 0.46 3.16 -0.419
C 0.00 -0.79 1.56 -0.126
C -1.21 -1.16 1.03 0.138
N 0.79 0.84 -1.93 -0.233
N -0.52 2.47 -0.67 -0.825
N 0.17 -0.35 3.04 -0.499
H 2.66 0.10 -2.25 0.267
H 2.21 1.44 -4.39 0.251
H 0.80 0.39 -4.70 0.234
H 2.44 -0.04 -4.83 0.272
H -3.23 -1.89 1.42 0.263
H -2.43 -1.29 2.87 0.216
H -3.09 -0.32 1.59 0.246
H -2.19 -2.14 -0.67 0.260
H -0.54 -1.81 -0.99 0.229
H -1.74 -0.51 -0.88 0.214
H 1.49 1.03 2.23 0.218
H 1.23 1.20 3.94 0.253
H 2.17 -0.23 3.31 0.245
H 0.89 -0.84 1.14 0.204
H 1.24 -1.10 -2.77 0.269
H -1.53 2.74 -0.80 0.474
H 0.01 3.34 -0.39 0.472
H 0.21 -1.15 3.66 0.442
H -0.62 0.14 3.36 0.430
```

Record 8
C30H25BrN4O6PtSe | wB97M-V/def2-TZVPD

The calculation puts the LUMO energy at 3.9 eV. As for the calculated total energy: -6923.6151 a.u. The charge is -2. The value obtained for the HOMO energy is -1.74 eV. For the maximum force, the calculation gives 0.5 eV/Å.

Structure (XYZ):
```
68
Properties=species:S:1:pos:R:3:nbo_charge:R:1
Pt 0.21 -1.24 -1.20 0.919
Br 1.56 0.31 1.90 0.123
C -0.13 -0.49 1.81 0.175
C -0.94 -0.36 2.94 -0.282
C -2.14 -1.04 2.97 -0.099
C -2.47 -1.86 1.90 -0.238
C -1.64 -1.91 0.81 0.105
N -0.50 -1.19 0.74 -0.464
C -1.94 -2.86 -0.34 0.749
O -2.91 -3.59 -0.26 -0.672
O -1.08 -2.83 -1.29 -0.696
H -0.63 0.30 3.74 0.265
H -2.80 -0.93 3.82 0.208
H -3.37 -2.46 1.87 0.248
C -4.70 1.67 3.89 -0.416
N -3.75 1.78 2.82 -0.441
C -2.51 2.43 2.85 0.247
Se -1.84 3.23 4.40 -0.505
N -1.91 2.35 1.67 -0.559
C -2.76 1.62 0.86 0.081
C -2.59 1.18 -0.45 -0.217
C -3.57 0.38 -1.01 -0.239
C -4.72 0.03 -0.30 -0.243
C -4.92 0.47 1.01 -0.283
C -3.91 1.25 1.57 0.151
H -4.25 2.12 4.78 0.255
H -4.93 0.61 4.09 0.178
H -5.63 2.19 3.65 0.182
H 0.58 1.26 -1.01 0.361
H -1.70 1.43 -1.01 0.218
H -3.44 0.00 -2.02 0.213
H -5.46 -0.62 -0.76 0.201
H -5.79 0.18 1.57 0.198
C 1.59 3.25 -0.70 -0.646
C 2.76 2.30 -0.83 -0.088
C 4.05 2.78 -0.71 -0.202
C 5.15 1.93 -0.81 -0.322
C 4.91 0.58 -1.02 -0.198
C 3.63 0.05 -1.15 -0.085
C 3.47 -1.42 -1.36 -0.628
C 2.51 0.92 -1.07 0.196
N 1.23 0.50 -1.19 -0.854
H 1.95 4.26 -0.51 0.203
H 0.93 2.97 0.13 0.236
H 0.98 3.27 -1.60 0.201
H 4.20 3.84 -0.53 0.183
H 6.16 2.31 -0.71 0.185
H 5.75 -0.11 -1.08 0.182
H 4.44 -1.93 -1.25 0.189
H 3.08 -1.66 -2.35 0.226
H 2.77 -1.86 -0.65 0.223
O 1.39 -3.44 -3.21 -0.664
C 1.02 -2.40 -3.74 0.775
O 0.60 -1.33 -3.18 -0.718
C 1.08 -2.27 -5.26 -0.127
C 1.42 -3.39 -6.01 -0.177
C 1.49 -3.34 -7.40 -0.273
C 1.19 -2.14 -7.99 0.197
O 1.21 -1.81 -9.33 -0.500
C 0.54 -0.55 -9.38 0.235
O 0.66 0.05 -8.10 -0.504
C 0.85 -1.03 -7.24 0.267
C 0.79 -1.05 -5.88 -0.242
H 1.64 -4.30 -5.47 0.239
H 1.76 -4.21 -7.99 0.212
H -0.52 -0.72 -9.61 0.133
H 1.01 0.08 -10.12 0.163
H 0.53 -0.19 -5.28 0.259
```